No. 1
An isolated ion of composition C7H17NP and charge +1. Source: OMol25; level of theory: ωB97M-V with the def2-TZVPD basis set.

Energy relative to the best compared isomer or geometry (same formula, charge and spin), kJ/mol: 162.4
Frontier orbital gap, eV: 9.39

The geometry in ORCA input format:
```
! wB97M-V def2-TZVPD RIJCOSX def2/J DEFGRID3
* xyz 1 1
C -0.796 0.189 1.555
C -1.577 1.448 1.590
C 1.236 -1.246 -1.588
C 1.958 0.050 0.389
C 0.521 1.178 -1.254
C -0.508 -0.639 0.150
C 0.806 -0.133 -0.500
N -1.784 -0.569 -0.614
P -0.210 -0.402 2.997
H -1.432 1.744 2.606
H -1.142 2.185 0.899
H -2.610 1.456 1.281
H 0.492 -1.504 -2.457
H 1.255 -2.130 -0.964
H 2.145 -0.960 -1.964
H 1.671 0.311 1.323
H 2.700 0.761 0.030
H 2.457 -0.921 0.548
H -0.334 1.716 -1.016
H 0.197 0.843 -2.220
H 1.438 1.755 -1.189
H -0.228 -1.727 0.415
H -2.516 0.118 -0.318
H -2.172 -1.504 -0.589
H -1.600 -0.328 -1.559
H 0.034 -1.690 2.449
*
```

No. 2
C7H17NaO5PS3 as an isolated structure. Source: OMol25; level of theory: ωB97M-V with the def2-TZVPD basis set.

Energy relative to the best compared isomer or geometry (same formula, charge and spin), kJ/mol: 47.9
Frontier orbital gap, eV: 7.11

The geometry in ORCA input format:
```
! wB97M-V def2-TZVPD RIJCOSX def2/J DEFGRID3
* xyz -1 1
Na -2.636 0.227 -1.206
C 3.174 0.481 2.639
C 1.903 1.324 2.620
C 1.717 2.000 1.272
O 0.781 0.549 3.026
P -0.096 -0.498 2.178
S -1.190 -1.457 3.489
S -0.949 0.468 0.636
O 1.141 -1.439 1.643
C 1.134 -2.379 0.591
C -0.192 -3.115 0.459
C 1.541 -1.695 -0.712
H 4.034 1.126 2.464
H 3.128 -0.281 1.868
H 3.272 -0.017 3.600
H 1.973 2.095 3.403
H 1.676 1.255 0.482
H 2.544 2.684 1.086
H 0.776 2.545 1.260
H 1.919 -3.105 0.877
H -0.985 -2.406 0.207
H -0.444 -3.592 1.406
H -0.117 -3.867 -0.326
H 0.773 -0.981 -1.003
H 1.673 -2.425 -1.507
H 2.476 -1.160 -0.557
C -3.558 2.579 -4.099
S -3.707 0.888 -3.425
O -4.527 0.137 -4.342
O -4.286 1.044 -2.085
O -2.338 0.379 -3.278
H -4.535 2.851 -4.469
H -2.829 2.551 -4.896
H -3.244 3.235 -3.300
*
```

no.,LUMO energy (eV)
1,-3.56
2,2.33